Below is C47H70BMgN5OP3 as an isolated structure, with properties calculated with ωB97M-V with the def2-TZVPD basis set.

Calculated values
Electronic energy (Ha): -3430.97316
Energy above the lowest of the compared OMol25 structures with the same formula, charge and spin (kcal per mole): 14.3
HOMO-LUMO gap (Eh): 0.274
Charge: +1

Structure (XYZ):
```
128
Properties=species:S:1:pos:R:3:mulliken_charge:R:1
P -2.54321 0.77768 -1.47261 0.6089
H 3.30695 4.33181 0.82144 0.3659
H 5.52886 1.10260 -0.52749 0.6027
H -1.80165 3.00449 5.01384 0.5179
C -3.35293 3.26162 -0.77726 -2.3077
C -0.97202 -2.60399 2.89432 -0.0727
C 0.26839 1.86719 3.39864 -1.4239
C -2.88423 -0.66121 -2.63245 2.5833
H 0.85751 0.08369 -4.71690 -0.0882
H 1.18836 -5.16952 2.37146 0.3301
H 1.83947 0.63078 -6.04572 0.4975
C 5.45120 -0.94320 0.19147 -0.8970
C -2.19827 1.91996 3.19120 0.2496
H -2.27929 3.36929 -0.62432 0.4523
C -1.04874 -5.81589 -1.34095 -0.6370
C -4.32711 -0.86115 -3.09084 -1.8597
H -5.90344 2.71980 3.81824 0.4429
C -2.38633 -1.94905 -1.96609 -2.9588
H 2.02416 5.33019 0.14507 0.5416
N -2.54228 0.74573 1.28503 0.4908
H 2.06877 -3.34163 -5.14269 0.3167
H -5.56061 1.62473 -2.82186 0.4402
C -1.99088 -0.42253 -3.85877 -1.6557
H -4.18398 3.53394 5.37754 0.4238
H -0.27969 3.23117 0.37740 0.0995
H 2.05097 2.19302 5.33140 0.3194
C -3.17849 1.45968 2.29594 0.7053
H -1.31480 -1.68007 2.44196 0.3070
H -2.23498 3.12750 -3.23654 0.3711
C 2.96487 -0.21540 -4.42481 -0.8459
H -1.37986 -1.83326 -1.55263 0.4558
H -4.30692 0.52229 0.22140 -0.1950
H 2.13535 3.63049 -0.30220 0.1606
B -1.11881 0.73302 1.51365 0.9594
H 2.59014 0.08388 3.91446 0.2781
C 4.32837 2.85957 2.81293 -1.9636
C -3.68065 2.23148 -1.87303 2.0718
C -0.11875 4.02394 1.11197 -2.2863
H 4.20323 3.93948 2.74558 0.3394
H 1.95637 -5.90556 -2.89436 0.4696
C 2.97156 -1.39027 -3.42693 -1.0058
H 4.56759 2.47622 1.81874 0.2366
C 1.18482 -2.70168 -5.17304 -0.7844
H -2.17088 0.53842 -4.33467 0.3362
H 0.08749 2.74038 4.03178 0.1135
H 3.01764 0.72279 -3.86773 0.2806
H 3.74406 2.64499 5.40311 0.5655
C -4.51882 1.73511 2.51876 -0.6982
C 1.43775 -1.47409 -6.07494 -0.6444
H -3.75201 4.23416 -1.07427 0.6832
C -3.89144 2.95333 4.51339 -0.9732
C -0.79871 -4.80194 -0.43085 -0.7729
H 4.99818 -2.91963 0.88546 0.5266
H -0.87963 3.92277 1.88598 0.2717
H 0.24844 -5.88244 4.52663 0.4292
H 3.58169 -1.15944 -2.55564 0.0181
H 0.57053 -1.31064 -6.71642 0.3651
H -1.57122 -4.51125 0.27179 0.4873
N -0.95856 1.48214 2.73863 0.4547
H 0.61693 1.07036 4.06575 0.3025
H -0.25394 -7.01224 -2.93411 0.4234
H 2.27241 -1.70802 -6.73927 0.3255
C 4.90839 0.28361 -0.19650 -1.0742
H -3.46797 2.15068 -4.05030 0.3588
H -4.39033 -1.76219 -3.70873 0.4787
C -0.06038 -6.21313 -2.23164 -0.6832
H -5.70098 2.94262 -1.67310 0.4879
H -5.01226 -0.98722 -2.25019 0.3386
H -0.27391 4.98373 0.61243 0.8483
C -5.19622 1.99338 -1.86579 -1.8259
H 3.87079 -0.27006 -5.03140 0.4426
H -3.80477 2.99866 0.17908 0.2709
H -2.28647 -2.43205 4.57834 0.5025
H -5.52575 1.29780 -1.09535 0.2266
O 1.16820 -1.36362 -1.83072 0.0508
H 3.76298 0.24583 2.60021 0.3705
C 3.10184 2.16490 3.40870 2.1256
P 1.64953 2.23322 2.21356 0.7776
H 2.39451 -4.07812 -1.30208 0.2140
C 1.72899 -0.17821 -5.32175 -0.3211
C -2.54711 2.66441 4.30701 -0.8037
H -3.27390 -0.88168 0.17825 0.1027
C 0.44269 -4.16961 -0.40805 0.1377
C -3.28685 2.83486 -3.22236 -2.0009
H -4.67745 -0.02885 -3.69619 0.3252
C 0.01619 -3.36039 2.27215 0.1805
H -5.29143 1.37275 1.85347 0.4891
C -4.86221 2.49302 3.63283 -0.9082
H -0.14879 -2.54131 -3.50018 -0.0176
H -2.01346 -6.30517 -1.34800 0.4493
C 4.61241 -1.95422 0.58718 -0.8743
C 3.43631 0.67052 3.54941 -1.9140
P 0.68795 -2.75623 0.70331 0.9286
C -3.26633 0.21077 0.14818 -0.6376
C 1.42792 -4.56821 -1.30677 -0.6050
H 2.56281 3.79045 4.78111 0.2889
H 1.08571 6.02309 2.36381 0.4655
H -2.34183 -2.74383 -2.71993 0.7744
C 1.57463 -1.70197 -2.94825 0.2257
H 6.52105 -1.10134 0.17937 0.4754
Mg 0.56277 -0.05286 0.35801 1.4573
H 5.18997 2.67097 3.45743 0.5220
C -1.07232 -4.19669 4.68877 -0.4858
N 0.79754 -2.37206 -3.80847 0.2976
H 2.44050 5.19561 3.12053 0.3902
H 0.38315 -3.31395 -5.58324 0.4818
N 2.70834 -0.54133 0.27881 1.1522
H 3.07958 1.37495 -0.37223 0.2218
N 2.38056 -2.75940 0.94696 0.3797
H -1.49344 -4.52338 5.62996 0.4126
H 0.78231 4.84030 3.62676 0.2928
C 2.83430 2.73635 4.80414 -1.8443
H -3.88763 3.72883 -3.40530 0.4890
C -1.51784 -3.02497 4.10122 -0.9903
H -2.18266 -1.19854 -4.60686 0.5445
C 0.44639 -4.55054 2.86360 -0.4916
C 1.30634 3.99619 1.67923 2.1901
C 1.41792 5.06337 2.76840 -1.8636
H -3.04936 -2.30449 -1.17768 0.6500
C 2.25984 4.33373 0.52562 -1.8192
H 4.24950 0.55216 4.26933 0.5852
C 3.22421 -1.72887 0.59590 -0.2576
C 3.54486 0.42846 -0.12194 -0.4924
C 1.17950 -5.59187 -2.20931 -0.4761
H 2.84849 -3.60975 1.22871 0.3249
H -0.93968 -0.45436 -3.57206 -0.1598
H 3.39276 -2.27824 -3.90272 0.4860
C -0.08929 -4.96212 4.06970 -0.8182
```